20
Properties=species:S:1:pos:R:3 method="wB97M-V/def2-TZVPD" max_force_ev_per_a=5.3 orbital_gap_ev=7.47 de_lowest_kj_mol=573.6 homo_energy_ev=-7.6672 e_tot_ev=-9938.2512 molar_mass_g_mol=107.153
C -0.345 0.682 -1.583
C -0.858 -0.182 -0.340
C -0.959 0.754 0.801
C -0.178 0.535 2.082
N -0.072 -0.164 -2.805
H 0.496 1.184 -1.201
H -1.079 1.428 -1.728
H -0.133 -0.973 -0.140
H -1.806 -0.582 -0.619
H -1.732 1.568 0.777
H 0.259 -0.524 2.333
H -0.464 1.289 2.880
H -0.774 -0.134 -3.529
H 0.294 -1.117 -2.612
H 0.505 0.917 0.880
H 2.194 2.032 0.857
O 1.323 2.423 0.703
H 1.056 -3.789 0.379
H 0.214 -4.020 1.603
O 0.615 -3.308 1.077

---

20
Properties=species:S:1:pos:R:3 method="wB97M-V/def2-TZVPD" max_force_ev_per_a=3.6 smiles=C[C@H](O)CCN.O orbital_gap_ev=9.49 de_lowest_kj_mol=206.5 homo_energy_ev=-8.5623 e_tot_ev=-9942.0559 molar_mass_g_mol=107.153
C -0.006 0.849 -0.322
C -1.394 1.390 -0.509
C -1.331 2.845 0.041
O -2.449 0.551 0.145
C 0.024 -0.421 -1.259
N -0.910 -1.507 -0.757
H 0.720 1.666 -0.531
H 0.175 0.522 0.647
H -1.622 1.416 -1.659
H -1.210 2.828 1.131
H -2.243 3.252 -0.352
H -0.585 3.541 -0.414
H -2.874 -0.114 -0.442
H -0.335 -0.036 -2.258
H 1.056 -0.861 -1.456
H -1.869 -1.475 -0.452
H -0.349 -2.307 -0.384
H 5.042 -4.411 3.625
H 5.109 -4.058 2.154
O 5.049 -3.669 3.053

---

20
Properties=species:S:1:pos:R:3 method="wB97M-V/def2-TZVPD" max_force_ev_per_a=3.4 smiles=NCCCCO.O orbital_gap_ev=10.89 de_lowest_kj_mol=168.5 homo_energy_ev=-10.0911 e_tot_ev=-9942.4501 molar_mass_g_mol=107.153
C -1.844 0.767 -0.949
O -2.256 2.143 -0.945
C -1.029 0.280 0.182
C 0.449 0.502 0.136
C 1.122 -0.554 -0.856
N 1.356 -1.794 -0.009
H -2.890 0.362 -0.805
H -1.382 0.539 -1.931
H -1.456 2.660 -0.764
H -1.516 0.812 1.032
H -1.311 -0.821 0.267
H 0.677 1.447 -0.421
H 1.034 0.471 1.073
H 2.124 -0.245 -1.168
H 0.389 -0.751 -1.633
H 0.725 -2.468 -0.485
H 2.198 -2.288 -0.290
H 0.829 0.136 2.944
H 1.165 -0.838 1.954
O 1.616 -0.359 2.668

---

20
Properties=species:S:1:pos:R:3 method="wB97M-V/def2-TZVPD" max_force_ev_per_a=2.0 smiles="C=NCCC.O.O" orbital_gap_ev=10.45 de_lowest_kj_mol=155.4 homo_energy_ev=-9.7500 e_tot_ev=-9942.5859 molar_mass_g_mol=107.153
C 2.041 -0.557 -1.569
C 0.545 -0.256 -1.493
C 0.254 0.147 -0.057
C -1.458 -0.769 1.218
N -1.106 0.127 0.407
H 2.268 -1.148 -2.465
H 2.422 -1.245 -0.810
H 2.649 0.342 -1.467
H 0.336 0.524 -2.229
H -0.043 -1.079 -1.915
H 0.821 -0.492 0.645
H 0.701 1.141 0.094
H -0.719 -1.573 1.405
H -2.510 -0.954 1.405
H -1.793 3.041 -1.590
H -3.237 2.815 -1.857
O -2.386 2.724 -2.280
H 0.934 -0.811 3.620
H -0.322 -1.115 4.410
O 0.604 -0.860 4.527

---

20
Properties=species:S:1:pos:R:3 method="wB97M-V/def2-TZVPD" max_force_ev_per_a=6.1 smiles="C=CCCN.O.O" orbital_gap_ev=9.15 de_lowest_kj_mol=372.2 homo_energy_ev=-8.4606 e_tot_ev=-9940.3387 molar_mass_g_mol=107.153
C 1.891 -2.322 0.451
C 1.262 -0.924 0.123
C 2.046 0.178 -0.379
C 1.752 1.457 -0.189
N 2.413 -2.750 -0.941
H 1.135 -2.920 0.920
H 2.605 -2.106 1.223
H 0.948 -0.537 1.092
H 0.190 -0.905 -0.388
H 3.146 0.083 -0.913
H 0.729 1.655 -0.166
H 2.408 2.231 0.158
H 3.143 -3.509 -0.981
H 1.612 -3.280 -1.507
H -3.872 -0.476 -2.724
H -4.271 -1.338 -1.369
O -3.657 -0.940 -1.983
H -4.371 4.165 2.521
H -2.834 4.542 2.626
O -3.740 4.854 2.741

---

20
Properties=species:S:1:pos:R:3 method="wB97M-V/def2-TZVPD" max_force_ev_per_a=1.2 smiles="CC(C)=CN.O.O" orbital_gap_ev=8.60 de_lowest_kj_mol=89.0 homo_energy_ev=-8.0463 e_tot_ev=-9943.2741 molar_mass_g_mol=107.153
C -1.453 -0.068 -1.729
C -1.067 -0.684 -0.411
C -0.663 0.001 0.642
N -0.594 1.364 0.821
C -1.090 -2.190 -0.364
H -0.576 0.192 -2.332
H -2.119 -0.708 -2.285
H -2.064 0.846 -1.619
H -0.383 -0.577 1.517
H -0.293 1.683 1.727
H -1.032 1.972 0.158
H -2.090 -2.557 -0.577
H -0.332 -2.628 -1.028
H -0.770 -2.558 0.625
H 3.237 -0.023 0.410
H 1.938 -0.555 1.215
O 2.823 -0.741 0.888
H 2.389 2.668 0.044
H 1.700 2.011 1.297
O 2.439 2.551 1.000

---

20
Properties=species:S:1:pos:R:3 method="wB97M-V/def2-TZVPD" max_force_ev_per_a=5.7 total_charge=+1 s_squared=0.77 orbital_gap_ev="9.76 / 7.81" de_lowest_kj_mol=211.5 homo_energy_ev="-14.2028 / -14.6193" spin_multiplicity=2 e_tot_ev=-9933.9631 molar_mass_g_mol=107.153
C 0.199 -2.716 1.844
C 0.868 -1.446 1.493
C 0.268 -0.653 0.531
N -0.090 0.742 0.570
C 0.902 1.467 1.490
H 0.033 -3.379 1.006
H -0.949 -2.589 2.158
H 0.781 -3.218 2.606
H 1.648 -1.006 2.134
H -0.016 -1.171 -0.338
H -0.610 1.319 -0.094
H 1.955 1.086 1.138
H 0.662 1.337 2.554
H 0.958 2.567 1.399
H -2.857 2.026 -2.076
H -1.965 1.085 -1.113
O -1.968 1.935 -1.654
H 0.672 0.908 -2.848
H 0.802 -0.343 -3.806
O 0.230 0.098 -3.204

---

20
Properties=species:S:1:pos:R:3 method="wB97M-V/def2-TZVPD" max_force_ev_per_a=2.1 total_charge=+1 s_squared=0.75 orbital_gap_ev="9.26 / 6.06" de_lowest_kj_mol=141.8 homo_energy_ev="-13.8098 / -13.8098" spin_multiplicity=2 e_tot_ev=-9934.6864 molar_mass_g_mol=107.153
C -0.304 0.046 1.694
C -0.425 -1.136 0.796
C -1.505 -1.286 -0.080
N -2.141 -0.251 -0.703
C 0.603 -2.165 1.134
H 0.165 -0.185 2.639
H -1.249 0.550 1.835
H 0.284 0.766 1.110
H -1.823 -2.300 -0.328
H -1.554 0.589 -0.687
H -2.987 0.052 -0.202
H 1.538 -1.628 0.923
H 0.632 -3.102 0.603
H 0.483 -2.351 2.200
H 0.575 4.280 -1.150
H 1.441 3.658 -2.263
O 1.434 4.328 -1.575
H 1.147 -0.469 -1.686
H 2.326 0.259 -2.102
O 1.361 0.345 -2.158

---

20
Properties=species:S:1:pos:R:3 method="wB97M-V/def2-TZVPD" max_force_ev_per_a=4.1 total_charge=+1 s_squared=0.75 orbital_gap_ev="11.15 / 5.52" de_lowest_kj_mol=208.5 homo_energy_ev="-14.5041 / -14.3734" spin_multiplicity=2 e_tot_ev=-9933.9942 molar_mass_g_mol=107.153
C 1.339 1.830 -0.704
N 0.013 1.256 -0.468
C -0.220 0.665 0.861
C -1.810 -1.189 1.272
C -1.604 0.084 0.977
H 2.095 1.048 -0.563
H 1.385 2.312 -1.675
H 1.604 2.618 0.035
H -0.591 2.062 -0.673
H -0.077 1.534 1.511
H 0.507 -0.129 1.060
H -2.751 -1.664 1.503
H -0.929 -1.836 1.358
H -2.488 0.688 0.757
H 1.940 -2.760 0.303
H 0.967 -1.798 -0.351
O 1.193 -2.189 0.513
H -0.677 -1.299 -2.289
H -0.059 -0.172 -1.553
O 0.162 -1.062 -1.873

---

21
Properties=species:S:1:pos:R:3 method="wB97M-V/def2-TZVPD" max_force_ev_per_a=4.1 smiles=CN[Si](C)(OC)OC orbital_gap_ev=10.32 de_lowest_kj_mol=0.0 homo_energy_ev=-9.4753 e_tot_ev=-17822.7302 molar_mass_g_mol=135.239
C -1.328 2.037 -0.939
C 2.436 0.006 -0.828
C -1.360 -2.284 -0.579
C 0.484 -0.099 2.222
N -0.848 1.543 0.335
O 1.151 -0.637 -0.619
O -1.451 -0.996 -0.025
Si -0.243 -0.034 0.430
H -1.798 1.141 -1.340
H -2.015 2.904 -0.997
H -0.562 2.210 -1.698
H 2.254 0.980 -1.322
H 2.837 -0.680 -1.630
H 2.894 -0.047 0.182
H -2.301 -2.710 -0.733
H -0.844 -2.964 0.191
H -0.902 -2.135 -1.504
H 0.945 0.771 2.548
H -0.258 -0.349 2.979
H 1.082 -0.887 2.537
H -0.173 2.232 0.790

---

21
Properties=species:S:1:pos:R:3 method="wB97M-V/def2-TZVPD" max_force_ev_per_a=2.1 smiles=N[C@@H](CO)CCO.O orbital_gap_ev=10.66 de_lowest_kj_mol=209.5 homo_energy_ev=-9.9711 e_tot_ev=-11990.3000 molar_mass_g_mol=123.152
C 0.162 1.445 -1.189
O -0.544 2.645 -1.366
C -0.729 0.285 -0.733
C 0.241 -0.868 -0.414
C -0.484 -2.186 -0.095
O -0.124 -2.703 1.249
N -1.523 0.743 0.375
H 0.555 1.129 -2.161
H 1.007 1.594 -0.510
H -1.433 2.528 -1.030
H -1.351 -0.031 -1.569
H 0.645 -0.724 0.571
H 1.050 -0.932 -1.129
H -0.174 -3.105 -0.583
H -1.560 -2.012 -0.065
H -1.028 0.927 1.233
H -0.172 -1.940 1.834
H -2.332 0.171 0.572
H 3.133 1.225 1.541
H 1.872 0.391 1.077
O 2.549 0.501 1.751

---

21
Properties=species:S:1:pos:R:3 method="wB97M-V/def2-TZVPD" max_force_ev_per_a=3.0 smiles=C[C@H](CO)NCO.O orbital_gap_ev=10.00 de_lowest_kj_mol=222.3 homo_energy_ev=-9.2460 e_tot_ev=-11990.1673 molar_mass_g_mol=123.152
C 2.221 0.110 0.185
C 0.798 0.273 0.594
C 0.184 -1.073 0.948
O -1.205 -0.890 1.292
N -0.002 0.727 -0.597
C -0.763 1.908 -0.582
O -0.083 3.037 -1.175
H 2.616 0.819 -0.530
H 2.977 0.122 1.007
H 2.456 -0.863 -0.286
H 0.696 0.973 1.413
H 0.615 -1.441 1.858
H 0.153 -1.706 0.038
H -1.713 -0.460 0.599
H 0.360 0.454 -1.493
H -1.453 1.806 -1.454
H -1.235 2.086 0.379
H 0.667 3.409 -0.694
H -1.376 -2.635 -0.618
H -0.664 -3.614 0.336
O -1.025 -3.526 -0.549